1.
The following is a quantum chemistry calculation of C29H38Br6N6O11 as an isolated structure in a non-equilibrium geometry, from the Open Molecules 2025 dataset.

Cartesian coordinates (Å):
Br (-8.508, 20.341, 4.566)
H (-17.676, 14.467, 11.153)
H (-14.711, 11.188, 3.099)
H (-11.179, 23.016, -2.995)
H (-10.676, 9.557, 0.750)
C (-12.200, 9.233, 2.228)
N (-14.846, 1.837, 7.664)
O (-13.212, 13.183, 1.743)
O (-10.617, 21.000, -1.842)
H (-6.283, 3.307, 2.492)
C (-11.481, 9.984, 1.331)
O (0.019, 9.543, -5.415)
C (-18.700, 18.922, 3.254)
C (-18.800, 19.028, 1.839)
C (-11.861, 11.281, 1.134)
Br (-21.267, 12.727, -1.458)
C (-15.087, 13.678, 9.189)
H (-19.202, 12.708, 0.115)
N (-14.764, 1.294, 5.593)
H (-12.760, 19.833, -1.377)
H (-11.352, 11.856, 0.375)
Br (-10.845, 19.289, 6.673)
H (-0.570, 7.749, -3.415)
C (-0.991, 9.614, -4.516)
H (-17.925, 18.731, 1.280)
H (-13.668, 21.302, -1.534)
H (-13.989, 11.860, 9.095)
C (-11.736, 21.359, -2.021)
C (-13.392, 9.655, 2.763)
H (0.445, 8.709, -5.204)
C (-14.384, 2.101, 6.513)
H (-3.449, 11.671, -3.300)
C (-5.057, 4.897, 2.935)
H (-21.413, 20.709, 4.158)
C (-16.119, 14.447, 9.792)
H (-15.436, 0.580, 5.831)
O (-3.701, 10.007, -1.405)
O (-4.844, 6.084, 2.889)
Br (-11.465, 21.470, 4.152)
H (-12.343, 7.444, 3.033)
N (-4.067, 4.096, 3.235)
C (-19.599, 19.497, 4.104)
C (-15.634, 11.808, 10.519)
H (-10.664, 19.017, 4.214)
C (-10.427, 19.904, 4.802)
H (-1.532, 11.525, -5.210)
O (-16.182, 15.789, 9.659)
H (-19.352, 19.534, 5.155)
H (-17.344, 11.942, 11.759)
O (-13.471, 2.941, 6.352)
H (-4.202, 3.095, 3.255)
H (-16.785, 16.165, 10.305)
H (-2.500, 7.931, -2.001)
C (-1.772, 10.768, -4.479)
C (-16.665, 12.472, 11.108)
N (-6.184, 4.293, 2.684)
C (-16.908, 13.818, 10.758)
C (-1.177, 8.640, -3.472)
H (-3.179, 4.557, 3.370)
Br (-20.056, 10.363, 0.374)
H (-14.760, 9.995, 10.353)
Br (-20.968, 13.239, 1.723)
C (-2.994, 9.782, -2.588)
C (-2.175, 8.748, -2.628)
C (-2.781, 10.854, -3.530)
C (-13.807, 10.954, 2.555)
H (-14.500, 14.090, 8.381)
N (-12.808, 20.794, -1.685)
C (-20.809, 20.246, 2.161)
N (-11.931, 22.417, -2.686)
H (-14.003, 8.955, 3.314)
H (-13.929, 13.452, 2.321)
C (-20.243, 12.393, 0.185)
C (-19.906, 19.645, 1.278)
H (-17.512, 18.403, 4.716)
C (-14.814, 12.405, 9.530)
H (-12.831, 22.702, -3.045)
H (-21.914, 21.880, 1.613)
O (-11.895, 7.908, 2.322)
C (-13.037, 11.810, 1.775)
H (-15.388, 0.985, 7.672)
H (-3.834, 9.281, -0.791)
H (-19.989, 19.694, 0.203)
O (-15.505, 10.450, 10.754)
O (-17.586, 18.314, 3.763)
O (-21.834, 20.925, 1.555)
C (-20.677, 20.182, 3.569)
H (-14.767, 2.393, 8.504)
H (-6.945, 4.904, 2.423)
H (-14.414, 1.319, 4.646)

frontier orbital gap	7.4	eV
electronic energy	-482403.6343	eV
ΔE to the lowest compared entry with this formula, charge and spin	5.727	eV
highest occupied orbital energy	-0.28371	hartree

2.
The following is a quantum chemistry calculation of C29H38BrCsN4O2S4Se as an isolated structure, from the Open Molecules 2025 dataset.

Cartesian coordinates (Å):
H (5.366, 3.144, -6.353)
H (-6.158, 3.989, -1.450)
H (-4.843, -0.009, -3.805)
H (-2.149, -3.351, 1.237)
C (5.385, -5.488, -0.611)
C (3.882, -4.452, 0.973)
C (-4.132, 1.430, 2.104)
C (3.459, -3.322, 1.824)
C (4.631, -6.652, -0.585)
H (6.269, -5.428, -1.231)
H (-3.194, 0.600, -4.123)
S (-2.502, 2.211, 2.227)
H (-2.311, -1.664, 4.733)
H (-2.906, 1.564, 4.496)
H (1.556, 1.058, -3.412)
C (-0.672, -0.283, 4.900)
H (-2.933, 4.282, -0.023)
Se (-1.533, 2.263, -2.160)
C (3.512, -6.725, 0.234)
C (4.907, 2.789, -5.438)
H (3.868, -0.548, -2.079)
C (3.033, 1.757, -4.318)
H (-4.247, 0.743, 2.945)
C (-2.400, 2.410, 4.027)
H (-6.429, 1.619, -2.822)
C (3.405, -2.039, 1.456)
C (-3.355, 2.467, -2.136)
C (-5.551, 2.127, -2.466)
S (-0.997, -1.998, 2.760)
H (3.273, 2.108, -1.001)
H (-2.867, -3.502, 2.833)
H (-1.108, 0.078, 5.834)
H (-2.727, 5.086, -1.583)
C (-2.493, -2.782, 2.103)
C (-0.957, 2.492, 4.513)
S (0.141, 1.117, 4.088)
C (-3.453, 4.618, -0.920)
H (-4.235, 5.327, -0.656)
C (3.069, 1.373, -1.804)
C (3.711, 1.870, -3.093)
C (3.647, -1.500, 0.125)
H (3.144, -3.577, 2.829)
Br (2.891, -0.776, 2.790)
N (-4.066, 3.489, -1.593)
C (-3.939, 0.396, -3.356)
H (5.486, 2.529, -2.119)
C (4.973, 2.448, -3.073)
H (-0.959, 2.623, 5.597)
C (-4.308, 0.697, 0.779)
H (6.568, 3.357, -4.189)
H (-4.163, 1.389, -0.050)
C (3.146, -5.638, 1.010)
Cs (0.400, 0.528, 0.422)
C (-3.638, -1.854, 1.708)
H (3.875, -2.226, -0.656)
N (3.869, 0.181, -1.365)
N (3.581, -0.247, -0.134)
C (5.017, -4.399, 0.166)
H (2.274, -5.699, 1.650)
H (2.924, -7.633, 0.269)
S (-3.146, -0.647, 0.446)
C (5.584, 2.910, -4.228)
H (0.128, -0.975, 5.170)
H (-2.927, 3.315, 4.336)
H (-3.520, -0.320, -2.649)
C (-1.736, -1.004, 4.078)
H (-4.917, 2.183, 2.194)
O (1.755, 1.067, -1.918)
H (3.107, 2.127, -6.418)
N (-4.279, 1.630, -2.672)
H (-4.462, -2.461, 1.329)
C (-5.419, 3.288, -1.793)
H (-2.408, -0.278, 3.624)
H (-5.331, 0.321, 0.710)
H (-4.006, -1.322, 2.585)
O (1.812, 1.210, -4.395)
H (5.628, -3.505, 0.164)
H (4.920, -7.500, -1.191)
H (-0.462, 3.368, 4.088)
C (3.647, 2.222, -5.485)

frontier orbital gap	6.5	eV
electronic energy	-220022.7555	eV
ΔE to the lowest compared entry with this formula, charge and spin	0.207	eV
highest occupied orbital energy	-0.24829	hartree

3.
The following is a quantum chemistry calculation of C29H38CoN4O2P2 as an isolated structure in a non-equilibrium geometry, from the Open Molecules 2025 dataset.

Cartesian coordinates (Å):
H (-2.191, 0.246, 4.940)
P (-1.880, -0.050, -1.412)
H (-4.757, 0.127, -5.517)
H (-4.404, -2.551, -4.985)
H (-1.330, 5.446, 0.337)
H (3.286, -3.251, -2.352)
H (3.422, -1.040, 1.103)
O (0.939, 3.113, 0.822)
C (0.088, 0.286, 5.122)
H (-0.513, -1.875, -0.603)
N (2.950, -1.185, -2.924)
H (1.584, 4.889, 3.009)
C (-4.204, -0.306, -4.699)
N (-2.919, -0.525, -2.825)
H (0.639, -2.157, -3.095)
C (2.150, 0.993, 2.940)
C (-1.380, 0.701, 3.103)
C (4.017, -1.283, -4.947)
H (3.393, -3.509, 2.233)
H (-2.435, 4.968, -0.962)
H (3.015, 5.020, 2.046)
N (2.133, -1.921, -0.454)
H (-0.104, -0.034, 6.150)
H (-3.624, 0.577, 1.073)
H (-2.351, 0.964, 2.688)
H (0.113, -0.469, -3.351)
C (2.027, -4.015, 0.445)
H (3.119, 0.924, 2.436)
C (-3.503, 0.397, -3.704)
H (-0.033, 2.103, 2.467)
C (1.919, 5.137, 1.976)
H (-5.317, -1.362, 2.045)
C (1.413, 4.310, 0.812)
Co (0.019, 3.623, -1.083)
H (-4.712, -3.633, 0.601)
C (-0.795, -1.516, -1.611)
C (-4.027, -1.702, -4.422)
C (3.207, -0.497, -4.125)
H (-1.122, 6.171, -1.335)
H (0.948, -3.463, -1.489)
H (-2.904, -2.728, -2.833)
H (0.936, -0.812, 2.634)
C (2.856, -3.214, 1.317)
H (1.593, 6.176, 1.728)
H (-3.353, 1.452, -3.543)
C (2.902, -1.941, 0.740)
O (1.479, 4.938, -0.307)
C (2.149, 1.565, 4.153)
H (-0.536, 1.121, 1.112)
C (1.598, -3.211, -0.622)
C (-3.223, -2.337, -0.349)
C (1.124, 1.446, 5.252)
H (4.448, -0.991, -5.895)
C (-3.246, -1.802, -3.288)
C (4.191, -2.543, -4.276)
H (0.683, -0.533, 4.719)
H (-1.326, -2.341, -2.105)
C (-1.232, 0.343, 4.389)
H (1.410, 0.114, 1.239)
N (-2.923, -0.976, -0.237)
C (-0.267, 1.040, 2.198)
C (0.383, -1.210, -2.563)
C (-4.592, -1.465, 1.241)
C (-4.268, -2.652, 0.510)
H (0.682, 2.438, 5.418)
C (-1.384, 5.259, -0.759)
H (-2.640, -3.020, -0.955)
C (-3.754, -0.452, 0.758)
H (4.769, -3.383, -4.631)
H (3.045, 2.108, 4.462)
H (1.780, -5.068, 0.591)
P (1.828, -0.515, -1.645)
H (2.791, 0.479, -4.295)
H (1.698, 1.322, 6.199)
C (3.470, -2.477, -3.084)
C (1.054, 0.222, 2.274)

frontier orbital gap (spin up / spin down)	7.2 / 7.2	eV
electronic energy	-96943.8386	eV
<S²>	3.7590
ΔE to the lowest compared entry with this formula, charge and spin	1.080	eV
multiplicity	4
highest occupied orbital energy (spin up / spin down)	-0.30207 / -0.30207	hartree

4.
The following is a quantum chemistry calculation of C29H38CoN4O2P2 as an isolated structure in a non-equilibrium geometry, from the Open Molecules 2025 dataset.

Cartesian coordinates (Å):
H (1.011, -0.818, 4.410)
H (2.861, 1.616, 3.807)
H (0.510, 0.801, -2.650)
O (-2.605, -2.390, 5.279)
C (3.453, 0.523, -3.352)
H (0.770, 3.020, 5.263)
C (-1.975, 3.442, -1.465)
H (-4.038, 0.764, -3.643)
C (-2.032, 1.885, -3.124)
C (-1.433, -2.090, 5.093)
H (-0.732, 2.210, 1.424)
H (-5.682, -3.248, -3.214)
H (-1.890, 4.370, -0.925)
C (4.581, 1.311, -3.120)
C (-1.499, -0.609, 6.984)
C (-0.794, 1.232, 1.906)
H (5.645, 1.748, -1.189)
C (-5.236, -1.114, -3.804)
H (-1.344, 2.066, 5.278)
H (3.110, -5.431, -3.774)
C (2.464, -3.659, -2.628)
H (5.133, 1.852, -3.868)
P (1.669, -1.118, -1.789)
H (2.341, -3.943, -1.593)
C (3.887, 0.415, -1.139)
C (1.289, 3.014, 3.178)
Co (-0.514, -3.022, 3.303)
H (0.878, -2.360, 5.282)
H (-1.417, -0.502, -3.873)
H (-1.871, 4.020, -3.644)
H (-5.977, -0.883, -4.556)
C (2.483, -2.233, -4.375)
H (-0.854, -0.657, 7.864)
O (-0.783, -1.196, 5.887)
H (-0.846, -1.961, -3.024)
C (-5.078, -2.355, -3.096)
H (0.271, -0.632, 1.653)
H (-2.416, -1.180, 7.158)
H (-1.600, 0.666, 1.412)
H (2.046, 3.805, 3.345)
H (-0.111, 4.167, 4.295)
H (0.917, -0.314, -3.972)
H (-2.397, 1.915, 0.125)
C (4.842, 1.244, -1.710)
C (-0.821, 2.114, 4.325)
C (1.065, -1.914, 4.277)
P (-1.974, -0.488, -1.501)
H (0.814, 3.189, 2.206)
N (-2.161, 1.223, -1.897)
H (2.943, 0.368, -4.282)
H (2.379, -1.306, -4.918)
H (-3.532, -2.889, -1.547)
N (2.225, -2.333, -3.006)
C (0.254, 3.132, 4.310)
C (0.526, -0.256, -2.953)
C (2.883, -3.473, -4.858)
C (2.859, -4.380, -3.748)
H (2.478, -0.073, 2.150)
H (-2.100, 0.653, 3.552)
H (-2.100, 1.360, -4.065)
C (2.027, 1.722, 3.102)
H (2.091, -2.178, 3.953)
C (-1.247, 1.329, 3.332)
H (0.647, 0.612, 0.467)
C (1.751, 0.731, 2.255)
N (3.024, -0.037, -2.145)
C (-2.162, 2.194, -0.889)
N (-3.497, -0.896, -2.353)
C (-0.882, -0.859, -2.980)
H (-1.725, 0.431, 6.718)
C (-4.249, -0.253, -3.341)
C (-4.000, -2.203, -2.236)
C (0.479, 0.445, 1.540)
C (-1.932, 3.248, -2.885)
H (3.173, -3.688, -5.877)
H (3.725, 0.104, -0.123)

frontier orbital gap (spin up / spin down)	6.1 / 7.1	eV
electronic energy	-96942.1273	eV
<S²>	3.7612
ΔE to the lowest compared entry with this formula, charge and spin	2.791	eV
multiplicity	4
highest occupied orbital energy (spin up / spin down)	-0.26884 / -0.30571	hartree

5.
The following is a quantum chemistry calculation of a 8-piece molecular cluster, C29H38F10N5O24S overall in a non-equilibrium geometry, from the Open Molecules 2025 dataset.

Cartesian coordinates (Å):
H (-1.513, -0.856, -1.038)
C (-3.177, 8.045, 3.082)
H (0.322, 3.532, 1.660)
H (1.547, 8.686, -2.661)
O (2.049, 3.316, -0.785)
F (5.035, -6.172, -1.303)
C (-4.758, 6.744, 2.274)
O (3.650, -5.200, -2.770)
H (-1.172, -0.272, 5.929)
C (-0.489, 1.817, -0.328)
H (-1.080, -5.828, -0.493)
H (-5.205, -4.989, -4.796)
O (-2.646, 0.589, 4.751)
O (-3.619, 5.985, 2.247)
H (4.905, 0.541, 4.798)
H (6.093, -4.070, -2.098)
H (-3.744, -3.069, -5.000)
O (-2.661, -8.874, 0.051)
C (-1.141, -9.630, -1.469)
H (-2.751, -5.068, -0.050)
C (4.909, -5.811, -2.600)
C (-2.316, -4.955, -3.623)
C (-2.537, 1.628, 3.868)
O (-1.575, -3.106, 1.796)
N (-0.959, 1.231, -1.486)
H (-0.246, 1.886, 5.342)
O (2.391, 10.405, -1.866)
H (-5.038, -5.036, -3.026)
H (1.297, -0.073, -2.590)
O (3.006, 0.000, 5.367)
H (4.594, -1.380, 7.175)
O (2.939, -3.709, -4.345)
H (0.591, -2.475, 0.432)
H (0.621, -2.545, -3.469)
H (0.412, 9.982, -2.221)
H (2.343, 9.885, -4.608)
C (-0.999, -3.845, 0.831)
H (-1.243, -3.141, -1.486)
O (3.420, 12.440, -2.038)
C (-0.839, -0.255, -1.793)
H (1.966, -2.681, -2.069)
F (-4.621, -2.598, -3.255)
N (-0.605, 3.685, 1.203)
H (0.052, -4.482, -1.805)
C (-1.680, -5.289, 0.371)
H (5.798, -0.090, 6.958)
N (0.168, 1.032, 0.789)
C (3.841, -4.255, -3.732)
H (-1.659, -6.003, 1.300)
O (2.028, 11.695, -3.687)
C (0.709, -0.790, -1.864)
F (1.823, 6.147, 0.472)
O (-4.489, 8.047, 2.566)
C (0.853, 5.943, -0.668)
H (-2.383, -10.895, -0.197)
O (-3.388, -5.677, -4.070)
C (5.871, -4.727, -2.946)
H (-0.264, -8.986, -1.342)
H (-1.742, 6.435, 3.004)
C (2.800, 0.658, 6.542)
H (-3.211, 7.964, 4.174)
C (2.674, 11.588, -2.492)
O (-1.238, 1.881, 3.542)
H (-0.249, 0.079, 0.913)
C (-2.538, 6.882, 2.403)
H (1.287, -0.736, -0.822)
C (1.594, 10.388, -3.987)
O (-3.921, -7.664, -1.418)
C (-0.099, -3.372, -1.395)
N (-0.616, 3.320, -0.134)
H (-1.335, -0.400, -2.869)
H (-1.425, 1.855, -2.189)
F (-0.479, 6.579, -0.348)
H (-2.134, 7.137, 1.417)
H (-1.377, 3.154, 1.665)
H (-0.845, -10.520, -2.030)
F (1.345, 6.647, -1.911)
O (-3.487, 2.257, 3.430)
F (-0.897, -10.014, 0.829)
O (-5.877, 6.305, 2.067)
H (6.813, -5.117, -3.342)
O (0.307, 3.964, -2.546)
O (5.170, -3.998, -3.933)
F (-2.577, 9.202, 2.724)
O (-2.653, -3.660, -3.362)
O (1.790, 1.290, 6.805)
C (-2.990, -8.418, -1.190)
F (0.667, 0.773, 3.941)
O (-1.194, -5.412, -3.482)
C (4.390, -0.264, 5.332)
C (0.836, -2.393, -2.324)
O (-2.152, -8.915, -2.151)
F (0.422, 10.471, -4.656)
H (-1.228, -0.806, 4.234)
C (-4.514, -4.828, -3.964)
C (-3.899, -3.471, -3.993)
F (4.584, -1.439, 4.692)
C (-1.801, -9.967, -0.176)
C (-0.478, 1.204, 4.517)
C (4.760, -0.375, 6.772)
S (0.704, 4.096, -1.025)
H (1.208, 0.947, 0.577)
H (4.979, -6.695, -3.242)
O (3.867, 0.530, 7.389)
N (0.268, -3.400, 0.073)
C (1.398, 9.769, -2.646)
C (-1.346, 0.055, 4.900)

frontier orbital gap	6.6	eV
electronic energy	-125273.8547	eV
net charge	+1
highest occupied orbital energy	-0.44127	hartree